Record 1
Entry from the OMol25 dataset: a 2-piece molecular cluster, C8H18N2O2 overall (ωB97M-V with the def2-TZVPD basis set).

Values from the calculation:
Orbital gap, Ha: 0.342
Largest force on an atom, Eh/bohr: 0.0296
Energy, eV: -15659.6431
Total charge: 0
HOMO level, eV: -8.562
ΔE to the lowest compared entry with this formula, charge and spin, kJ/mol: 141.5

Last column: Mulliken charge in e.
Atoms and positions in Å:
C: 1.087435 -0.502760 2.153293  -0.8268
N: 0.740020 -1.892285 2.360411  -0.4021
C: 0.027012 -2.485230 1.274454  0.0447
C: -1.417172 -2.143210 0.974020  -0.7068
C: -1.030369 -3.454685 1.623134  -0.1205
O: -1.271289 -3.565812 3.006707  -0.5427
H: 1.727316 -0.116700 2.956656  0.3586
H: 0.182972 0.118978 2.093254  0.2910
H: 1.688010 -0.453670 1.245723  0.1804
H: 0.174627 -2.005071 3.199721  0.2810
H: 0.635489 -2.692319 0.387794  0.3194
H: -1.942125 -1.429124 1.590121  0.3106
H: -1.762014 -2.181257 -0.064742  0.2011
H: -1.129251 -4.387911 1.058207  0.3117
H: -2.214636 -3.588371 3.160814  0.3147
C: -0.834139 3.635169 -1.832471  -1.3285
C: -0.224632 2.338951 -2.372549  0.3132
O: 0.996430 2.722103 -3.089950  -0.4434
C: 1.698863 1.617967 -2.491587  -0.5354
C: 0.466791 1.057453 -1.741311  0.1071
N: 0.526533 0.862982 -0.350096  -0.3796
H: -0.861342 4.309262 -2.705307  0.3430
H: -1.865101 3.482892 -1.470022  0.3490
H: -0.227962 4.146410 -1.061258  0.2896
H: -0.947131 1.951346 -3.098541  0.2037
H: 2.491717 1.947393 -1.792883  0.2915
H: 2.143259 1.015089 -3.282472  0.2363
H: 0.057832 0.078071 -2.127233  0.2918
H: -0.305048 0.722175 0.236685  0.1124
H: 1.387904 0.892168 0.159427  0.1352

Forces on atoms 1 to 2 (eV/Å):
0.246 -0.204 0.361
-0.013 -0.166 0.486

=====

Record 2
Entry from the OMol25 dataset: one molecule with the formula C2H3NO2S2 (ωB97M-V with the def2-TZVPD basis set).

Values from the calculation:
Orbital gap, Ha: 0.280
Largest force on an atom, Eh/bohr: 0.1175
Energy, eV: -29374.7364
Total charge: 0
HOMO level, eV: -9.278
ΔE to the lowest compared entry with this formula, charge and spin, kJ/mol: 312.7

Last column: Mulliken charge in e.
Atoms and positions in Å:
O: 0.874028 -0.452198 0.977940  -0.6791
C: -0.008246 -0.049478 0.221047  0.6742
N: -0.351945 -1.069513 -0.822919  -0.1007
O: 0.165387 -2.314527 -0.508674  -0.3977
C: -0.386422 1.372284 -0.104765  0.0331
S: -1.601849 1.986516 -0.953484  -0.2287
S: 0.797774 2.483581 0.723147  -0.2378
H: -1.279701 -1.013027 -1.181644  0.2805
H: 0.899470 -2.063250 0.114250  0.3803
H: 0.891503 1.119613 1.535102  0.2758

Forces on atoms 1 to 2 (eV/Å):
-0.920 1.385 0.638
0.122 -4.288 -4.255

=====

Record 3
Entry from the OMol25 dataset: C38H35MoN3O4SSbSe as an isolated structure (ωB97M-V with the def2-TZVPD basis set).

Values from the calculation:
Orbital gap (spin up / spin down), Ha: 0.253 / 0.260
Largest force on an atom, Eh/bohr: 0.0291
Energy, eV: -137206.5694
Total charge: +1
Multiplicity: 3
HOMO level (spin up / spin down), eV: -10.460 / -10.953
ΔE to the lowest compared entry with this formula, charge and spin, kJ/mol: 55.4

Last column: Mulliken spin population.
Atoms and positions in Å:
Mo: 1.347498 0.002843 0.229663  1.8681
O: 2.598105 -1.483100 3.881411  0.0322
C: 2.497108 -0.898871 2.839307  -0.0131
O: 1.571360 -1.100539 1.926575  -0.0331
C: 3.447974 0.169011 2.377405  0.0475
C: 4.487368 0.716043 3.100193  -0.0045
C: 5.243028 1.728907 2.523185  0.0145
C: 4.958158 2.128358 1.224588  -0.0043
C: 3.906216 1.523296 0.568831  0.0355
N: 3.147957 0.584304 1.143947  -0.0414
C: 3.424813 1.825000 -0.810345  0.0083
O: 3.933449 2.615365 -1.563275  0.0224
O: 2.351559 1.117407 -1.081222  -0.0041
H: 4.681393 0.348754 4.098096  0.0005
H: 6.045372 2.190974 3.081271  0.0003
H: 5.518980 2.893904 0.706861  0.0004
C: 1.349298 -0.065667 -4.789365  -0.0005
N: 1.076418 1.190323 -4.115879  0.0008
C: 1.389649 2.444562 -4.594337  0.0001
C: 0.936588 3.341164 -3.691299  -0.0014
N: 0.354252 2.619929 -2.681848  -0.0016
C: 0.463836 1.313771 -2.931487  0.0026
S: -0.097727 0.031806 -1.927427  -0.0031
H: 1.820312 0.147593 -5.744150  0.0000
H: 0.418497 -0.602028 -4.963716  0.0006
H: 2.006473 -0.685933 -4.182364  -0.0013
H: 1.914060 2.591937 -5.520636  0.0000
H: 0.998945 4.413528 -3.671846  0.0002
H: -0.064681 3.004118 -1.840837  0.0030
C: -5.076196 -2.934131 -1.479521  -0.0011
C: -3.918910 -2.950131 -2.246376  0.0012
C: -2.703936 -2.604015 -1.674554  -0.0012
C: -2.642543 -2.262183 -0.327745  0.0040
C: -3.801915 -2.239354 0.438578  -0.0029
C: -5.017383 -2.572171 -0.141532  0.0003
Sb: -0.756365 -1.873235 0.588372  -0.0513
C: -1.020013 -2.543196 2.597319  0.0013
C: -1.198155 -3.898291 2.844828  -0.0003
C: -1.228913 -4.360359 4.152301  -0.0004
C: -1.063745 -3.476863 5.208628  -0.0001
C: -0.891236 -2.123343 4.960250  0.0017
C: -0.876115 -1.655176 3.655648  0.0036
C: 0.287121 -3.569628 -0.161301  -0.0169
C: -0.384740 -4.743509 -0.491525  -0.0023
C: 0.325182 -5.859675 -0.909872  -0.0003
C: 1.708737 -5.806968 -0.991506  0.0004
C: 2.385545 -4.641018 -0.668441  0.0086
C: 1.674184 -3.522652 -0.262099  -0.0049
H: -6.023835 -3.207374 -1.923886  -0.0001
H: -3.950599 -3.262604 -3.281910  0.0000
H: -1.797435 -2.618734 -2.269214  -0.0001
H: -3.748303 -1.988496 1.492122  -0.0002
H: -5.914820 -2.577877 0.462974  0.0000
H: -1.306542 -4.598628 2.026376  0.0006
H: -1.380235 -5.414826 4.342554  0.0001
H: -1.064066 -3.844495 6.226038  0.0000
H: -0.758536 -1.429135 5.779262  0.0001
H: -0.743153 -0.595525 3.469634  -0.0038
H: -1.466232 -4.772967 -0.433103  0.0006
H: -0.199547 -6.769405 -1.170205  0.0000
H: 2.265330 -6.678336 -1.309745  0.0000
H: 3.465471 -4.603085 -0.726621  0.0005
H: 2.212941 -2.611966 -0.011336  -0.0042
C: -2.703853 6.139759 -1.506210  0.0002
C: -1.981516 5.033845 -0.792804  -0.0054
C: -2.590355 3.814182 -0.532045  0.0066
C: -1.941183 2.806605 0.174001  0.0264
C: -2.672585 1.526364 0.457914  0.0054
C: -0.622505 3.020068 0.600877  0.0675
Se: 0.244891 1.664921 1.681542  0.0520
C: 0.024108 4.241651 0.341181  0.0047
C: 1.434073 4.520461 0.777993  -0.0089
C: -0.674573 5.222269 -0.356233  0.0093
H: -3.663652 5.803672 -1.892814  -0.0001
H: -2.106667 6.523244 -2.334282  -0.0004
H: -2.879479 6.973683 -0.824637  -0.0005
H: -3.608751 3.646162 -0.861294  0.0002
H: -3.678539 1.564196 0.044159  -0.0010
H: -2.745301 1.358900 1.533847  -0.0032
H: -2.147967 0.678303 0.014279  -0.0055
H: 2.156252 4.045183 0.114163  -0.0035
H: 1.600061 4.150604 1.788904  -0.0060
H: 1.634855 5.590415 0.753963  0.0003
H: -0.194616 6.178108 -0.538193  0.0001

Forces on atoms 1 to 2 (eV/Å):
-1.143 0.190 -0.558
0.042 0.109 -0.058

=====

Record 4
Entry from the OMol25 dataset: a 3-piece molecular cluster, CHClN3O overall (ωB97M-V with the def2-TZVPD basis set).

Values from the calculation:
Orbital gap, Ha: 0.275
Largest force on an atom, Eh/bohr: 0.1237
Energy, eV: -20077.3021
Total charge: +1
HOMO level, eV: -15.645
ΔE to the lowest compared entry with this formula, charge and spin, kJ/mol: 635.7

Last column: Mulliken charge in e.
Atoms and positions in Å:
C: -0.341595 -1.405681 -0.096254  0.0632
N: 2.081909 2.787845 -0.111406  -0.1749
N: 1.650846 1.793639 -0.214556  0.6512
N: -1.272965 -0.819073 0.246539  0.0876
O: 0.852127 0.832608 0.040146  -0.4821
Cl: -2.724871 -0.213546 0.749029  0.2958
H: -0.245451 -2.975792 -0.613497  0.5593

Forces on atoms 1 to 2 (eV/Å):
-1.312 -4.407 -1.225
2.115 2.388 -0.761

=====

Record 5
Entry from the OMol25 dataset: C28H23I2N4O4Tc as an isolated structure (ωB97M-V with the def2-TZVPD basis set).

Values from the calculation:
Orbital gap (spin up / spin down), Ha: 0.273 / 0.225
Largest force on an atom, Eh/bohr: 0.0094
Energy, eV: -61955.2870
Total charge: +1
Multiplicity: 4
HOMO level (spin up / spin down), eV: -10.523 / -10.585

Last column: Mulliken spin population.
Atoms and positions in Å:
Tc: -0.108903 -0.089991 -0.126323  2.5988
C: 1.687387 -2.489249 3.670567  0.0017
O: 2.688405 -1.666196 3.082427  -0.0009
C: 2.432243 -0.326915 3.136144  -0.0052
C: 3.223048 0.484100 3.930028  0.0253
C: 3.032016 1.862919 3.974500  -0.0016
C: 2.046872 2.432386 3.202222  0.0214
C: 1.249419 1.642599 2.354719  -0.0213
C: 0.330067 2.341881 1.499068  0.0764
N: -0.317519 1.815530 0.510048  -0.0703
N: -1.115862 2.644885 -0.264344  0.0116
C: -1.470218 2.027551 -1.352216  -0.0062
O: -1.142374 0.773377 -1.589971  0.0587
C: -2.292747 2.720356 -2.360034  0.0016
C: -2.375327 4.110560 -2.358901  -0.0038
C: -3.162811 4.753089 -3.297796  0.0013
C: -3.872561 4.014308 -4.234821  -0.0011
C: -3.791153 2.628879 -4.238472  0.0005
C: -2.998805 1.980348 -3.305493  0.0036
C: 1.431830 0.240590 2.327317  0.0814
O: 0.688051 -0.574773 1.580002  0.0990
H: 1.987931 -3.516843 3.481692  0.0002
H: 0.706011 -2.298939 3.228858  -0.0001
H: 1.639682 -2.319683 4.749280  0.0001
H: 3.999372 0.009317 4.514938  0.0011
H: 3.658581 2.475138 4.606760  0.0005
H: 1.888745 3.502111 3.214633  0.0002
H: 0.188762 3.408914 1.649727  -0.0065
H: -1.818474 4.674392 -1.624663  -0.0009
H: -3.221624 5.832264 -3.302240  0.0000
H: -4.487522 4.520542 -4.966587  0.0000
H: -4.342998 2.055517 -4.970855  0.0000
H: -2.920070 0.902940 -3.306010  0.0018
I: 6.347370 -3.767900 -0.894240  0.0009
C: 4.769517 -2.411159 -0.893997  0.0117
C: 4.984393 -1.098915 -0.495621  -0.0047
C: 3.929088 -0.203647 -0.478826  0.0204
I: 4.257451 1.758339 0.125740  0.0032
C: 2.645120 -0.602676 -0.856959  0.0377
O: 1.642903 0.283576 -0.832218  0.1203
C: 2.440416 -1.926436 -1.272582  -0.0128
C: 1.094021 -2.370995 -1.773922  0.0054
N: 0.037289 -2.150102 -0.750734  -0.0550
C: -1.296713 -2.619480 -1.166363  -0.0137
C: -2.352401 -2.039912 -0.259084  0.0237
C: -3.622235 -2.581375 -0.152834  -0.0121
C: -4.554440 -1.948499 0.652385  0.0090
C: -4.192827 -0.798640 1.339027  -0.0016
C: -2.907238 -0.319151 1.194372  0.0182
N: -2.010250 -0.929980 0.411172  -0.0285
C: 3.503669 -2.819285 -1.285519  -0.0099
H: 5.969176 -0.771926 -0.193757  -0.0004
H: 1.131733 -3.433160 -2.031421  0.0018
H: 0.791736 -1.812247 -2.664466  -0.0001
H: 0.315532 -2.644935 0.099169  0.0127
H: -1.347537 -3.711555 -1.170477  0.0012
H: -1.470146 -2.272922 -2.188927  0.0060
H: -3.871112 -3.482601 -0.694779  0.0002
H: -5.554089 -2.349873 0.745230  0.0002
H: -4.891234 -0.278647 1.976894  0.0003
H: -2.567404 0.571174 1.705483  -0.0013
H: 3.338734 -3.838982 -1.606955  -0.0003

Forces on atoms 1 to 2 (eV/Å):
0.357 -0.054 0.044
-0.059 -0.055 0.083

=====

Record 6
Entry from the OMol25 dataset: one molecule with the formula C5H4O2 (ωB97M-V with the def2-TZVPD basis set).

Values from the calculation:
Orbital gap, Ha: 0.295
Largest force on an atom, Eh/bohr: 0.0396
Energy, eV: -9339.1320
Total charge: 0
HOMO level, eV: -8.671
ΔE to the lowest compared entry with this formula, charge and spin, kJ/mol: 487.3

Last column: Mulliken charge in e.
Atoms and positions in Å:
O: -2.277882 -0.902351 -0.156938  -0.5006
C: -1.139400 -0.513046 -0.143471  0.3959
C: 0.053646 -0.990824 -0.961315  -0.1998
C: 1.294744 -0.175949 -0.566529  -0.6380
C: 0.847863 0.732438 0.437598  0.1666
C: -0.603105 0.641267 0.785817  0.5754
O: -1.255508 1.277583 1.571948  -0.5198
H: 0.222436 -2.070550 -0.802762  0.2961
H: -0.146912 -0.918159 -2.045416  0.3039
H: 1.383840 1.812989 0.581507  0.0606
H: 1.620276 1.106601 1.299561  0.0596

Forces on atoms 1 to 2 (eV/Å):
0.757 0.320 0.059
-0.301 -0.052 0.022

=====

Record 7
Entry from the OMol25 dataset: one molecule with the formula C3H4BN (ωB97M-V with the def2-TZVPD basis set).

Values from the calculation:
Orbital gap, Ha: 0.324
Largest force on an atom, Eh/bohr: 0.0728
Energy, eV: -5339.8802
Total charge: 0
HOMO level, eV: -9.051
ΔE to the lowest compared entry with this formula, charge and spin, kJ/mol: 60.7

Last column: Mulliken charge in e.
Atoms and positions in Å:
C: -1.786408 -0.493581 0.049660  -0.8398
B: -0.165700 0.169834 0.047402  0.2592
C: 1.189343 0.752738 0.057820  -0.3636
C: 2.390810 0.088333 -0.177080  0.2515
N: 3.397827 -0.429520 -0.377340  -0.3973
H: -1.722453 -1.510828 0.421662  0.2760
H: -2.203413 -0.490873 -0.950314  0.2911
H: -2.407424 0.093101 0.716060  0.2755
H: 1.307422 1.820800 0.212126  0.2474

Forces on atoms 1 to 2 (eV/Å):
3.363 1.324 -0.093
-0.227 -0.104 -0.008

=====

> The lowest largest force on an atom belongs to which entry?

C28H23I2N4O4Tc